1.
The following is a DFT calculation (wB97M-V/def2-TZVPD) of C48H38FeN5O6P2 as an isolated structure.

XYZ file:
```
100
Properties=species:S:1:pos:R:3:forces:R:3:mulliken_spin:R:1
Fe -0.040 -0.178 1.246 0.3 -0.1 1.1 3.627
O 0.802 -1.177 5.501 0.2 0.6 -2.9 0.002
C 0.818 -0.700 4.325 -3.1 2.3 2.0 0.004
O -0.064 0.113 3.768 0.9 -2.0 0.6 0.055
C 2.003 -0.786 3.472 1.7 -0.6 -2.1 0.010
C 3.205 -1.289 3.959 -0.2 -0.2 0.5 0.002
C 4.313 -1.396 3.128 0.0 -0.3 0.0 -0.004
C 4.212 -0.887 1.853 -0.4 0.2 -0.9 0.002
C 3.002 -0.349 1.412 0.1 0.3 1.2 -0.004
N 1.885 -0.345 2.174 1.6 0.1 0.2 0.011
H 3.204 -1.615 5.009 0.0 0.1 -0.6 0.001
H 5.220 -1.914 3.439 -0.2 0.3 0.1 0.000
H 4.986 -0.925 1.092 0.2 0.0 0.4 0.000
H 3.047 0.221 0.479 -0.7 -0.6 0.0 0.005
C 0.229 3.180 -0.540 0.2 -0.4 -0.6 0.016
N -0.254 2.737 -1.874 0.3 -0.2 0.4 -0.014
C -0.699 1.376 -2.227 0.1 0.6 0.0 -0.002
P 0.042 -0.187 -1.455 -0.5 1.0 -0.1 0.080
C -1.031 -1.366 -2.371 -0.7 0.3 -0.5 0.000
C -2.321 -1.585 -1.856 -0.1 -0.9 0.1 0.014
C -3.147 -2.586 -2.390 -0.1 0.6 0.3 -0.001
C -2.759 -3.282 -3.522 -0.5 -0.5 -0.1 0.002
C -1.574 -2.964 -4.136 1.3 0.9 0.0 -0.001
C -0.730 -1.963 -3.599 -0.3 -0.8 0.2 0.002
C 1.703 -0.410 -2.151 0.6 0.0 -0.6 0.006
C 2.533 0.681 -2.478 -0.1 0.1 0.3 0.004
C 3.877 0.486 -2.795 -0.7 0.2 0.0 -0.002
C 4.388 -0.794 -2.874 0.8 0.2 -0.2 0.003
C 3.598 -1.882 -2.595 -0.8 -0.9 0.3 -0.001
C 2.253 -1.699 -2.238 0.1 0.0 -0.2 -0.009
C -0.197 3.669 -2.923 0.2 0.4 -1.2 -0.001
C -0.958 3.531 -4.117 -0.7 -1.2 0.2 0.001
C -0.829 4.415 -5.190 -0.5 -0.4 -0.1 0.000
C -0.047 5.544 -5.071 0.0 0.7 -0.3 0.000
C 0.653 5.762 -3.899 0.3 -0.3 0.2 0.000
C 0.667 4.785 -2.908 -0.3 0.0 0.7 -0.001
P -0.337 2.397 1.084 -0.1 -0.9 -0.9 0.024
C -2.105 2.712 1.298 -0.3 1.1 0.0 -0.010
C -2.638 2.458 2.561 0.0 -0.5 0.7 0.008
C -4.011 2.594 2.814 0.9 0.0 0.4 -0.001
C -4.851 2.919 1.785 -0.7 0.2 -1.1 0.003
C -4.327 3.187 0.514 -0.5 0.1 -0.1 -0.001
C -2.962 3.207 0.289 0.5 -0.6 0.1 0.008
C 0.573 3.437 2.245 -0.3 1.0 0.4 -0.011
C -0.071 4.377 3.082 0.4 -0.4 -0.6 -0.001
C 0.701 5.186 3.909 -0.5 -0.3 0.1 -0.001
C 2.079 5.141 3.840 0.2 0.0 0.3 0.002
C 2.715 4.196 3.044 0.7 0.1 0.3 0.001
C 1.965 3.329 2.274 0.0 -0.3 -0.8 -0.003
H 0.052 4.248 -0.496 -0.2 0.2 0.2 0.002
H 1.330 3.069 -0.459 -0.2 0.0 0.0 0.001
H -0.601 1.286 -3.315 0.1 -0.1 0.3 0.000
H -1.774 1.324 -2.023 -0.1 -0.5 0.1 0.001
H -2.684 -1.011 -1.015 0.2 -0.1 0.3 -0.007
H -4.110 -2.824 -1.932 0.3 0.3 -0.1 0.000
H -3.419 -4.040 -3.962 0.3 0.2 0.3 0.000
H -1.226 -3.480 -5.024 -0.2 0.1 -0.1 0.000
H 0.160 -1.697 -4.152 0.2 -0.1 0.2 0.001
H 2.141 1.701 -2.492 0.0 -0.3 0.2 0.002
H 4.513 1.339 -2.979 0.0 0.1 -0.2 0.000
H 5.414 -0.932 -3.209 -0.1 0.0 0.3 0.000
H 4.029 -2.899 -2.616 -0.4 0.7 -0.1 0.000
H 1.608 -2.569 -2.091 0.3 0.3 0.2 0.001
H -1.691 2.685 -4.185 0.8 1.0 -0.1 0.000
H -1.388 4.277 -6.133 0.2 -0.2 0.8 0.000
H -0.020 6.272 -5.885 0.0 -0.2 0.3 0.000
H 1.212 6.687 -3.756 0.1 -0.4 -0.1 0.000
H 1.320 4.905 -2.055 0.0 0.2 0.0 0.000
H -1.972 2.110 3.375 -0.4 0.1 -0.6 -0.001
H -4.399 2.429 3.815 0.1 -0.1 -0.1 0.000
H -5.938 2.956 1.911 0.5 -0.1 0.1 0.000
H -5.011 3.335 -0.329 0.2 0.3 0.4 0.000
H -2.563 3.554 -0.669 -0.1 -0.4 0.2 0.001
H -1.153 4.501 3.023 0.3 -0.2 0.2 0.000
H 0.220 5.792 4.672 0.0 0.3 -0.4 0.000
H 2.630 5.857 4.442 0.2 -0.3 0.0 0.000
H 3.812 4.101 3.064 -0.6 0.2 -0.1 0.000
H 2.470 2.626 1.589 -0.3 0.2 0.6 0.000
O 2.308 -3.312 0.499 -1.7 -0.5 0.5 0.033
C 1.078 -3.240 0.723 1.9 1.7 -0.6 0.070
O 0.374 -2.170 0.632 -0.1 -1.9 0.4 0.104
C 0.363 -4.561 1.006 2.1 -0.7 0.2 0.097
C -1.023 -4.618 0.868 -1.8 -1.5 -0.1 0.110
C -1.687 -5.859 0.863 -1.3 0.6 -0.2 -0.046
C -0.942 -7.028 1.032 -2.0 -0.4 -0.2 0.246
O -1.362 -8.352 1.045 1.5 2.8 -0.2 0.135
C -0.165 -9.068 1.348 0.4 -1.5 0.3 -0.004
O 0.956 -8.200 1.401 -1.1 2.1 -0.1 0.119
C 0.437 -6.921 1.251 2.3 -1.2 0.5 0.193
C 1.139 -5.730 1.273 -0.5 0.9 -0.3 -0.030
H -1.585 -3.688 0.754 0.2 -0.2 0.0 0.031
H -2.791 -5.870 0.730 1.0 -0.2 0.1 -0.001
H 0.074 -9.800 0.555 -0.5 0.2 0.5 0.015
H -0.320 -9.513 2.351 0.2 0.0 -0.6 0.017
H 2.228 -5.642 1.413 -0.7 -0.1 -0.2 0.002
N -6.231 -0.019 1.418 2.2 -1.5 0.7 0.006
C -5.262 -0.607 1.761 -2.2 1.3 -0.5 -0.003
N -4.234 -1.308 2.234 1.1 0.3 -0.6 0.010
C -3.050 -0.918 1.842 0.1 0.7 -0.1 -0.010
N -1.985 -0.540 1.500 -1.8 -0.9 0.4 0.080
```
Positions in Å, forces in eV/Å.

Spin multiplicity = 6
⟨S²⟩ = 8.788
DFT total energy = -123089.8540 eV
Energy above the lowest of the compared OMol25 structures with the same formula, charge and spin = 31.16 kJ/mol
HOMO-LUMO gap (alpha / beta) = 0.241 / 0.105 Ha

---

2.
The following is a DFT calculation (wB97M-V/def2-TZVPD) of C48H39ClCuN3O4P2 as an isolated structure.

XYZ file:
```
98
Properties=species:S:1:pos:R:3:forces:R:3:mulliken_charge:R:1
Cu 0.937 -0.577 -0.026 -0.3 0.7 0.1 -0.165
O -2.139 2.213 0.755 -0.3 -0.1 0.1 1.095
C -3.455 2.604 0.556 -0.4 -0.1 -0.1 -0.667
C -4.300 2.961 1.594 0.1 -0.1 0.0 -0.300
C -5.611 3.311 1.304 0.1 0.0 0.1 -0.926
C -6.066 3.304 -0.002 -0.1 0.1 -0.1 -0.928
C -5.224 2.915 -1.035 0.0 0.0 0.1 -0.258
C -3.916 2.536 -0.768 0.5 -0.3 0.6 0.223
P -2.614 1.884 -1.886 -0.2 0.3 -0.4 0.805
C -3.567 1.711 -3.448 0.1 -0.2 0.1 0.392
C -4.719 0.920 -3.424 0.1 0.1 -0.1 -0.562
C -5.417 0.653 -4.590 0.0 -0.1 0.0 -0.706
C -4.942 1.122 -5.808 -0.1 0.1 0.0 -0.530
C -3.783 1.882 -5.845 0.0 0.0 -0.1 -0.636
C -3.100 2.179 -4.674 -0.1 0.0 0.1 -0.614
C -1.782 3.505 -2.139 0.0 -0.1 -0.1 0.321
C -2.439 4.591 -2.721 0.1 0.0 0.1 -0.187
C -1.749 5.761 -2.984 -0.1 0.1 0.0 -0.798
C -0.401 5.862 -2.658 0.0 0.0 0.0 -0.576
C 0.241 4.807 -2.030 0.1 0.1 0.1 -0.735
C -0.453 3.636 -1.759 0.0 -0.1 -0.2 -0.376
C -1.378 2.845 1.697 0.7 0.0 0.6 -0.237
C -1.579 4.176 2.034 0.0 0.0 -0.1 -0.409
C -0.746 4.786 2.955 -0.1 0.1 0.0 -0.902
C 0.290 4.083 3.534 0.2 0.1 0.2 -0.936
C 0.503 2.756 3.195 -0.1 -0.1 -0.1 -0.933
C -0.325 2.102 2.289 -0.5 0.2 -0.6 0.407
P -0.117 0.330 1.795 0.1 0.5 0.3 2.523
C 1.074 -0.223 3.072 0.1 0.0 -0.1 0.946
C 0.811 -1.053 4.156 0.0 0.1 0.0 -0.882
C 1.849 -1.479 4.976 0.0 0.0 0.1 -0.657
C 3.153 -1.079 4.730 0.0 0.0 0.0 -0.725
C 3.422 -0.239 3.657 0.1 0.1 0.0 -0.867
C 2.393 0.172 2.828 -0.1 -0.1 0.0 -0.798
C -1.736 -0.304 2.359 0.1 -0.1 -0.1 0.433
C -2.202 -0.069 3.650 0.0 0.0 -0.1 -0.425
C -3.403 -0.625 4.066 0.0 0.0 0.1 -0.892
C -4.155 -1.399 3.194 0.0 0.0 0.0 -0.625
C -3.715 -1.600 1.894 0.0 0.0 0.0 -0.738
C -2.511 -1.053 1.480 0.1 0.0 0.1 0.000
H -3.946 2.953 2.615 0.0 0.0 0.0 0.571
H -6.275 3.587 2.112 0.0 0.0 0.0 0.421
H -7.086 3.592 -0.219 0.0 0.0 0.0 0.444
H -5.597 2.917 -2.051 0.0 -0.1 0.0 0.535
H -5.072 0.528 -2.477 -0.1 0.0 0.0 0.549
H -6.328 0.070 -4.552 0.0 0.0 0.0 0.401
H -5.479 0.905 -6.722 0.0 0.0 0.0 0.394
H -3.419 2.260 -6.793 0.0 0.0 0.0 0.405
H -2.213 2.800 -4.707 0.0 -0.1 0.0 0.429
H -3.489 4.508 -2.976 0.0 0.0 0.0 0.454
H -2.258 6.599 -3.444 0.0 0.0 0.0 0.415
H 0.141 6.769 -2.894 0.0 0.0 0.0 0.371
H 1.287 4.886 -1.763 0.0 0.0 0.0 0.479
H 0.043 2.803 -1.278 0.1 -0.1 0.0 0.532
H -2.377 4.741 1.573 0.0 0.0 -0.1 0.516
H -0.905 5.827 3.205 0.0 0.0 0.0 0.413
H 0.931 4.566 4.258 0.1 0.0 0.0 0.429
H 1.329 2.218 3.638 -0.1 0.0 0.1 0.370
H -0.199 -1.373 4.366 0.0 -0.1 0.0 0.521
H 1.637 -2.128 5.815 0.0 0.0 0.0 0.410
H 3.956 -1.417 5.370 0.0 0.0 0.0 0.416
H 4.433 0.098 3.471 0.0 -0.1 -0.1 0.457
H 2.597 0.811 1.974 0.1 -0.1 0.0 0.497
H -1.622 0.545 4.329 0.0 0.0 0.0 0.542
H -3.751 -0.463 5.078 0.0 0.0 0.0 0.450
H -5.083 -1.846 3.527 0.0 0.0 0.0 0.413
H -4.303 -2.195 1.207 0.0 0.0 0.0 0.488
H -2.157 -1.197 0.469 0.0 0.0 -0.1 0.087
Cl 5.309 -5.419 3.263 0.1 0.0 0.0 -0.263
C 4.478 -4.309 2.206 -0.2 -0.1 0.1 0.187
C 5.200 -3.632 1.205 -0.2 0.1 0.0 -0.634
C 4.555 -2.767 0.371 0.2 -0.1 -0.1 -0.822
C 3.143 -2.536 0.440 -0.1 -0.1 0.0 -0.141
O 2.582 -1.770 -0.403 0.2 0.0 0.3 -0.241
C 2.441 -3.233 1.487 0.3 0.2 -0.3 1.339
C 1.060 -3.013 1.735 -0.3 -0.1 0.1 -0.665
O 0.260 -2.347 1.062 -0.1 -0.6 0.1 -0.546
C 3.138 -4.110 2.346 0.0 0.0 0.0 -0.935
H 6.263 -3.808 1.105 0.0 0.0 0.0 0.427
H 5.096 -2.247 -0.409 0.0 0.0 0.0 0.447
H 0.686 -3.467 2.671 -0.1 -0.1 -0.1 0.212
H 2.585 -4.643 3.110 0.0 0.0 0.1 0.422
C 3.315 0.196 -4.637 0.1 0.1 0.0 -1.053
N 2.179 -0.430 -3.980 -0.1 0.1 0.1 0.204
C 1.509 -1.449 -4.552 0.0 -0.1 0.0 -0.153
C 0.514 -2.098 -3.910 -0.1 -0.1 -0.1 -1.263
C 0.208 -1.664 -2.588 0.4 0.6 -0.2 0.867
N 0.812 -0.605 -2.058 -0.4 -0.6 0.0 0.704
C 1.870 0.005 -2.671 0.0 -0.1 -0.3 0.179
O 2.538 0.881 -2.162 -0.2 0.1 0.1 -0.664
N -0.719 -2.304 -1.853 0.0 0.1 0.0 -0.227
H 4.244 -0.310 -4.370 0.0 0.0 0.0 0.305
H 3.372 1.226 -4.294 0.0 0.0 -0.1 0.305
H 3.177 0.167 -5.716 0.0 0.0 0.0 0.375
H 1.839 -1.736 -5.542 0.0 0.0 0.0 0.386
H -0.014 -2.923 -4.359 0.0 0.0 -0.1 0.436
H -1.061 -3.191 -2.181 0.0 0.0 0.0 0.240
H -0.653 -2.175 -0.851 -0.1 -0.2 0.0 0.007
```
Positions in Å, forces in eV/Å.

DFT total energy = -138811.3096 eV
Energy above the lowest of the compared OMol25 structures with the same formula, charge and spin = 125.97 kJ/mol
HOMO-LUMO gap = 0.282 Ha